(1)
{
  "formula": "C11H10Cl2N2",
  "method": "wB97M-V/def2-TZVPD",
  "energy_ha": -1455.05750,
  "e_above_lowest_kj_mol": 6.8,
  "charge": 0,
  "e_homo_ev": -8.1,
  "homo_lumo_gap_ev": 8.782,
  "elements": ["Cl", "Cl", "C", "C", "C", "C", "C", "C", "C", "C", "C", "C", "N", "N", "C", "H", "H", "H", "H", "H", "H", "H", "H", "H", "H"],
  "coordinates": [[-2.415, 2.828, 2.222], [-2.658, -0.359, 2.110], [-1.380, -3.891, -0.234], [-1.927, -2.538, 0.012], [-0.031, -3.815, -0.403], [-0.834, -1.674, -0.033], [-0.337, 2.521, 0.479], [0.291, 0.437, -0.517], [-1.401, 1.869, 1.162], [-1.547, 0.472, 1.075], [-0.707, -0.230, 0.206], [0.525, 1.808, -0.360], [0.272, -2.489, -0.240], [2.935, 2.213, -0.237], [1.709, 2.479, -1.012], [-1.996, -4.803, -0.239], [-2.937, -2.303, 0.210], [0.648, -4.666, -0.590], [-0.202, 3.605, 0.626], [0.901, -0.099, -1.255], [1.222, -2.161, -0.127], [2.773, 2.262, 0.770], [3.713, 2.818, -0.515], [1.817, 2.156, -2.046], [1.567, 3.560, -1.062]],
  "forces_ev_per_angstrom": [[0.3449, -0.3835, -0.4222], [0.0086, 0.3193, -0.1428], [-2.1102, 0.6583, 0.2909], [2.4940, -1.5933, -0.6370], [-0.7764, -0.0142, 0.3971], [-0.7009, -1.8287, 0.7207], [-0.6166, -0.0890, 0.3241], [0.1285, 0.5639, -0.0501], [0.9496, 0.0904, -0.1727], [0.1809, 0.9009, 0.1639], [0.4991, -0.4921, -0.8733], [-0.4962, -0.1441, 0.4498], [1.4611, 0.7214, -0.3691], [0.2180, -0.4445, -0.1483], [0.2698, 0.5891, 0.5302], [0.5012, 0.5931, -0.1449], [-0.7037, 0.2160, -0.0047], [-0.1415, 1.1524, 0.2044], [-0.1427, -0.6559, -0.0902], [-0.3037, 0.0502, 0.4520], [-0.2467, 0.0660, -0.1853], [0.0789, 0.2049, -0.5154], [-0.5488, -0.2817, 0.2856], [0.1737, -0.3258, -0.0166], [-0.5208, 0.1270, -0.0461]]
}


(2)
{
  "formula": "CH3FINS",
  "method": "wB97M-V/def2-TZVPD",
  "energy_ha": -890.31237,
  "e_above_lowest_kj_mol": 102.0,
  "charge": 0,
  "e_homo_ev": [-9.4, -8.3],
  "homo_lumo_gap_ev": [8.373, 5.592],
  "elements": ["C", "N", "F", "S", "I", "H", "H", "H"],
  "coordinates": [[0.817, 0.319, 0.201], [1.346, -0.286, -0.969], [1.120, 1.342, -3.097], [1.476, -0.162, -2.425], [-1.325, -1.593, -4.003], [0.036, 0.944, -0.168], [1.581, 0.974, 0.643], [0.557, -0.563, 0.910]],
  "forces_ev_per_angstrom": [[0.3837, -1.5038, 0.9006], [0.8148, -0.1563, 0.1023], [0.1989, -0.7789, 0.7799], [-0.6656, 0.1225, -1.8492], [0.5514, 0.2970, 0.3395], [-1.1764, 0.3535, 0.6073], [-0.1521, -0.3075, 0.1176], [0.0452, 1.9735, -0.9979]]
}


(3)
{
  "formula": "C3H5BrF2",
  "method": "wB97M-V/def2-TZVPD",
  "energy_ha": -2890.90163,
  "e_above_lowest_kj_mol": 378.9,
  "charge": 0,
  "e_homo_ev": [-8.1, -8.9],
  "homo_lumo_gap_ev": [8.497, 9.122],
  "elements": ["C", "C", "C", "F", "F", "Br", "H", "H", "H", "H", "H"],
  "coordinates": [[0.642, 1.348, -0.738], [-0.600, 0.501, -0.793], [-0.066, -1.583, 1.075], [-1.230, -2.065, 1.309], [0.342, -0.874, 2.101], [-2.291, 0.972, 0.035], [0.919, 1.828, 0.167], [0.899, 2.031, -1.640], [1.457, 0.588, -0.813], [-0.668, -0.314, -1.565], [0.595, -2.433, 0.861]],
  "forces_ev_per_angstrom": [[1.2047, -1.0686, -2.0570], [-0.2484, -0.6751, 0.0393], [1.6137, -0.3714, -0.8924], [-2.6329, -0.4813, 0.2579], [0.4712, 0.8273, 0.6987], [1.2748, -0.1370, -0.6932], [-0.5679, 0.7408, 0.9035], [-1.0224, -0.8220, 1.3486], [-0.3710, 0.2983, -0.1426], [-0.1774, 1.1815, 0.9452], [0.4556, 0.5073, -0.4080]]
}


(4)
{
  "formula": "C38H41N10O4S2W",
  "method": "wB97M-V/def2-TZVPD",
  "energy_ha": -3183.91057,
  "charge": 3,
  "e_homo_ev": [-14.8, -14.8],
  "homo_lumo_gap_ev": [6.436, 5.683],
  "spin_multiplicity": 3,
  "elements": ["W", "C", "C", "C", "C", "C", "C", "N", "C", "C", "C", "C", "C", "N", "C", "C", "C", "C", "C", "C", "N", "H", "H", "H", "H", "H", "H", "H", "H", "H", "H", "H", "H", "H", "H", "H", "O", "C", "C", "C", "C", "C", "C", "C", "O", "N", "N", "C", "S", "C", "C", "S", "H", "H", "H", "H", "H", "H", "H", "H", "H", "N", "C", "N", "C", "C", "O", "C", "C", "H", "H", "H", "H", "H", "H", "H", "H", "N", "H", "H", "H", "N", "C", "O", "C", "C", "C", "N", "C", "C", "H", "H", "H", "H", "H", "H"],
  "coordinates": [[0.107, 0.582, -0.027], [0.141, 0.960, 3.575], [1.080, -0.102, 3.100], [1.994, -0.633, 4.009], [2.875, -1.621, 3.622], [2.786, -2.111, 2.330], [1.834, -1.576, 1.483], [1.027, -0.554, 1.831], [1.538, -2.161, 0.169], [2.028, -3.394, -0.224], [1.566, -3.962, -1.398], [0.599, -3.295, -2.127], [0.159, -2.054, -1.693], [0.650, -1.476, -0.580], [-0.947, -1.341, -2.348], [-1.468, -1.755, -3.559], [-2.619, -1.147, -4.032], [-3.210, -0.176, -3.255], [-2.622, 0.228, -2.057], [-3.333, 1.260, -1.239], [-1.468, -0.324, -1.627], [0.507, 1.392, 4.505], [-0.836, 0.520, 3.789], [-0.004, 1.756, 2.851], [1.997, -0.257, 5.022], [3.602, -2.020, 4.316], [3.440, -2.905, 2.004], [2.727, -3.932, 0.397], [1.921, -4.933, -1.715], [0.171, -3.756, -3.003], [-0.999, -2.543, -4.128], [-3.054, -1.445, -4.977], [-4.135, 0.291, -3.564], [-4.091, 1.755, -1.841], [-2.680, 2.019, -0.816], [-3.844, 0.777, -0.403], [-2.756, -2.041, 2.076], [-3.565, -1.094, 2.606], [-4.631, -1.552, 3.378], [-5.504, -0.660, 3.960], [-5.339, 0.719, 3.792], [-4.293, 1.181, 3.036], [-3.384, 0.291, 2.428], [-2.293, 0.847, 1.646], [-1.459, 0.004, 1.035], [-2.095, 2.115, 1.530], [-0.974, 2.401, 0.741], [-0.833, 3.701, 0.649], [-1.997, 4.750, 1.389], [-1.411, 6.254, 0.559], [0.090, 6.170, 0.390], [0.486, 4.488, -0.179], [-2.075, -1.608, 1.543], [-4.750, -2.620, 3.500], [-6.327, -1.035, 4.554], [-6.030, 1.411, 4.251], [-4.149, 2.243, 2.892], [-1.687, 7.101, 1.185], [-1.920, 6.346, -0.399], [0.616, 6.343, 1.327], [0.460, 6.860, -0.366], [1.604, 1.768, 0.863], [2.343, 2.354, 1.541], [3.146, 3.011, 2.295], [4.568, 2.625, 2.472], [4.859, 2.554, 3.962], [4.501, 3.764, 4.589], [3.116, 4.008, 4.516], [2.688, 4.193, 3.069], [5.184, 3.392, 2.001], [4.737, 1.669, 1.978], [5.925, 2.408, 4.126], [4.313, 1.714, 4.413], [2.916, 4.916, 5.082], [2.555, 3.180, 4.971], [3.164, 5.077, 2.642], [1.604, 4.275, 2.976], [-0.073, 1.870, -1.884], [0.588, 2.643, -1.928], [-0.999, 2.284, -1.979], [0.090, 1.312, -2.719], [6.543, 0.356, -4.540], [5.750, 1.371, -4.149], [5.879, 2.522, -4.495], [4.599, 1.033, -3.215], [4.032, -0.216, -3.033], [2.927, -0.347, -2.203], [2.362, 0.670, -1.541], [2.935, 1.876, -1.723], [4.021, 2.101, -2.536], [7.319, 0.576, -5.146], [6.507, -0.562, -4.136], [4.401, -1.095, -3.544], [2.488, -1.325, -2.084], [2.498, 2.709, -1.187], [4.424, 3.095, -2.677]],
  "forces_ev_per_angstrom": [[-0.3280, 0.0473, 0.1078], [-0.0724, -0.0074, 0.0044], [0.0120, 0.0627, -0.0079], [-0.0071, -0.0015, -0.0033], [0.0093, 0.0096, 0.0111], [-0.0087, -0.0058, -0.0279], [0.0032, 0.0318, 0.0852], [0.0702, -0.0158, -0.0223], [-0.0197, -0.0240, -0.0443], [0.0069, 0.0007, 0.0078], [0.0026, -0.0152, -0.0070], [0.0040, 0.0087, 0.0024], [0.0446, -0.0127, 0.0186], [0.0884, -0.1482, -0.0686], [-0.0779, 0.0562, -0.0448], [0.0190, -0.0145, 0.0159], [-0.0059, 0.0101, -0.0043], [-0.0050, -0.0113, -0.0009], [0.0045, 0.0344, 0.0230], [-0.0099, -0.0105, 0.0081], [0.0580, -0.0221, -0.0369], [-0.0034, -0.0030, 0.0063], [-0.0064, 0.0117, -0.0033], [-0.0126, -0.0298, 0.0219], [-0.0070, -0.0046, 0.0022], [-0.0060, -0.0049, -0.0001], [-0.0077, 0.0017, -0.0003], [-0.0056, -0.0016, 0.0034], [0.0020, 0.0038, -0.0007], [-0.0025, 0.0038, -0.0030], [0.0008, -0.0003, 0.0042], [0.0006, -0.0004, 0.0021], [0.0003, -0.0002, 0.0014], [-0.0053, 0.0040, -0.0013], [-0.0066, -0.0148, -0.0085], [-0.0079, 0.0097, -0.0091], [0.0243, -0.0067, -0.0245], [0.0078, 0.0278, 0.0055], [-0.0010, -0.0312, 0.0012], [0.0128, -0.0039, -0.0100], [-0.0038, 0.0115, -0.0024], [-0.0089, -0.0027, 0.0029], [-0.0348, 0.0032, -0.0065], [0.0270, 0.0941, 0.0372], [0.1601, 0.0162, -0.0823], [-0.0245, -0.0319, 0.0436], [0.0656, -0.0035, 0.0248], [0.0137, 0.0152, -0.0236], [-0.0011, -0.0030, -0.0263], [0.0117, 0.0010, 0.0099], [-0.0132, 0.0146, -0.0115], [-0.0361, -0.0100, -0.0083], [-0.0507, -0.0207, 0.0430], [0.0000, 0.0049, 0.0020], [0.0022, -0.0011, 0.0000], [0.0039, -0.0014, -0.0020], [0.0029, 0.0004, -0.0022], [0.0015, 0.0024, 0.0010], [-0.0033, -0.0045, 0.0014], [0.0000, -0.0028, 0.0006], [0.0001, 0.0060, 0.0035], [0.0677, -0.0001, -0.1156], [0.0351, -0.0458, 0.0495], [-0.0001, 0.0707, 0.0333], [0.0264, -0.0105, -0.0044], [-0.0190, 0.0008, -0.0104], [0.0067, -0.0018, 0.0131], [-0.0067, -0.0205, -0.0189], [0.0187, 0.0086, 0.0121], [-0.0050, 0.0019, -0.0061], [0.0035, -0.0013, 0.0022], [0.0058, -0.0008, -0.0050], [-0.0008, 0.0039, 0.0038], [-0.0053, 0.0093, -0.0022], [0.0077, 0.0009, 0.0040], [-0.0033, -0.0010, -0.0056], [-0.0021, -0.0003, 0.0002], [-0.0029, -0.0125, 0.0022], [-0.0381, -0.0069, 0.0109], [0.0098, -0.0051, 0.0033], [0.0021, 0.0107, 0.0031], [-0.0050, -0.0078, -0.0305], [0.0285, 0.0090, 0.0625], [-0.0090, -0.0047, -0.0207], [-0.0444, -0.0014, -0.0041], [0.0251, 0.0059, -0.0106], [-0.0169, -0.0153, 0.0106], [0.0229, 0.0076, -0.0437], [-0.0078, -0.0093, 0.0301], [0.0128, 0.0154, -0.0051], [0.0007, -0.0026, 0.0011], [0.0013, 0.0042, 0.0036], [0.0018, 0.0029, -0.0004], [-0.0097, -0.0085, 0.0004], [0.0214, -0.0151, 0.0304], [0.0010, -0.0018, -0.0013]]
}